Entry 1:
Computed, not measured: a molecular structure, C25H28BN7O2Re, with wB97M-V/def2-TZVPD.

Each line ends with the Mulliken spin population.
Positions of all 64 atoms, in Å:
1 H -0.882 -2.222 -2.174  -0.01
2 N 1.060 -1.268 -2.105  0.06
3 B 3.442 -0.496 -2.878  -0.04
4 N 2.126 -1.258 -3.088  0.01
5 C 1.777 -2.002 -4.120  0.07
6 Re 1.390 -0.320 -0.455  2.52
7 H 2.485 -2.096 -4.927  0.00
8 C 0.501 -2.516 -3.931  0.03
9 H -0.014 -3.169 -4.605  0.00
10 C 0.047 -2.044 -2.715  -0.02
11 H 4.132 -0.477 -3.873  0.00
12 C 1.237 0.186 3.421  -0.01
13 H 0.536 0.206 4.277  0.00
14 H 1.292 1.143 2.888  0.00
15 H 2.213 -0.158 3.809  0.00
16 N 4.179 -1.191 -1.740  -0.02
17 N 3.131 0.936 -2.381  0.03
18 N 3.587 -1.325 -0.490  -0.01
19 N 2.147 1.228 -1.377  0.00
20 C 5.403 -1.737 -1.780  0.02
21 C 3.665 2.066 -2.816  0.07
22 H 5.996 -1.708 -2.690  0.00
23 H 4.432 2.015 -3.563  0.00
24 C 5.662 -2.281 -0.539  0.00
25 C 3.077 3.141 -2.178  0.03
26 C 4.529 -2.007 0.241  0.00
27 C 2.123 2.635 -1.307  -0.02
28 H 6.549 -2.827 -0.268  0.00
29 H 3.331 4.161 -2.344  0.00
30 H 4.427 -2.308 1.275  0.00
31 H 1.426 3.140 -0.633  -0.01
32 H 0.864 -0.480 2.616  0.01
33 C -3.783 2.381 -1.712  0.00
34 C -2.918 2.468 -0.482  0.00
35 C -1.986 3.497 -0.372  0.01
36 C -1.169 3.643 0.759  0.00
37 C -1.296 2.720 1.791  0.01
38 C -2.181 1.641 1.642  -0.01
39 N -2.246 0.755 2.702  0.00
40 C -2.549 -0.605 2.798  0.00
41 C -3.370 -0.980 3.883  0.00
42 C -3.797 -2.301 4.032  0.00
43 C -3.341 -3.262 3.127  0.00
44 C -2.457 -2.900 2.103  0.00
45 C -1.998 -1.589 1.944  -0.01
46 C -0.899 -1.382 0.911  0.02
47 O -0.456 -2.398 0.343  0.03
48 O -0.344 -0.183 0.653  0.21
49 C -3.043 1.535 0.548  0.01
50 C -4.061 0.454 0.501  0.00
51 H -3.644 1.437 -2.262  0.00
52 H -4.852 2.471 -1.471  0.00
53 H -3.494 3.214 -2.360  0.00
54 H -1.936 4.192 -1.206  0.00
55 H -0.448 4.459 0.832  0.00
56 H -0.688 2.762 2.700  0.00
57 H -2.014 1.184 3.587  0.00
58 H -3.723 -0.195 4.559  0.00
59 H -4.484 -2.550 4.839  0.00
60 H -3.650 -4.304 3.222  0.00
61 H -2.062 -3.629 1.410  0.00
62 H -3.587 -0.537 0.430  0.00
63 H -4.714 0.425 1.388  0.00
64 H -4.679 0.615 -0.389  0.00

Calculated values
HOMO-LUMO gap (alpha / beta): 3.84 / 3.25 eV
LUMO energy (alpha / beta): -8.48 / -9.06 eV
HOMO energy (alpha / beta): -0.453 / -0.452 hartree
2S+1: 4
total charge: +2
energy relative to the best compared isomer or geometry (same formula, charge and spin): 50.53 kcal/mol
electronic energy: -1605.77125 a.u.
largest force on an atom: 3.9 eV/A

***

Entry 2:
Computed, not measured: a molecular structure, C27H43BaBrN2OP2, with wB97M-V/def2-TZVPD.

Each line ends with the Mulliken charge.
Positions of all 77 atoms, in Å:
1 C -0.637 7.426 -6.298  -0.46
2 C -0.814 6.041 -6.541  0.62
3 C -1.126 5.658 -7.869  -0.43
4 C -1.240 6.647 -8.851  -0.31
5 N -1.073 7.962 -8.621  -0.53
6 C -0.777 8.324 -7.360  -0.30
7 C -0.684 5.080 -5.501  0.18
8 C -0.573 4.250 -4.602  -0.86
9 C -0.443 3.289 -3.561  0.96
10 C 0.623 3.363 -2.628  -1.07
11 C 0.745 2.415 -1.608  -0.56
12 C -0.183 1.355 -1.468  0.92
13 C -1.244 1.288 -2.401  -0.37
14 C -1.376 2.229 -3.427  -0.97
15 Ba 0.000 0.000 0.000  1.53
16 P 1.890 -0.906 -1.023  0.63
17 H -1.274 4.603 -8.117  0.39
18 H -0.395 7.780 -5.292  0.39
19 H -1.482 6.364 -9.885  0.36
20 H -0.642 9.400 -7.185  0.36
21 H -2.204 2.157 -4.141  0.50
22 H 1.350 4.177 -2.718  0.50
23 H -1.982 0.482 -2.326  0.39
24 H 1.580 2.502 -0.904  0.39
25 C 2.187 -2.568 -0.242  -0.67
26 C 3.170 -3.547 -0.895  -1.27
27 H 1.181 -3.023 -0.190  0.56
28 H 2.456 -2.334 0.804  0.43
29 H 3.412 -4.358 -0.185  0.39
30 H 2.736 -4.017 -1.795  0.30
31 H 4.117 -3.063 -1.184  0.26
32 C 1.786 -1.172 -2.860  0.35
33 C 2.859 -0.552 -3.763  -1.41
34 H 0.788 -0.790 -3.141  -0.05
35 H 1.723 -2.268 -2.998  0.19
36 H 2.600 -0.728 -4.822  0.41
37 H 2.923 0.540 -3.618  0.29
38 H 3.860 -0.977 -3.588  0.28
39 C 3.386 0.157 -0.721  -0.18
40 C 4.776 -0.493 -0.751  -1.36
41 H 3.197 0.591 0.276  0.24
42 H 3.310 0.984 -1.453  0.28
43 H 5.549 0.281 -0.598  0.42
44 H 4.884 -1.228 0.064  0.35
45 H 4.992 -1.000 -1.705  0.21
46 Br 0.232 -1.718 1.861  -0.45
47 P -2.682 -3.594 -4.343  -0.04
48 C -0.804 -3.641 -4.206  0.32
49 C -0.200 -5.044 -4.356  -1.34
50 H -0.493 -3.171 -3.252  -0.43
51 H -0.423 -2.991 -5.016  0.42
52 H 0.871 -4.987 -4.621  0.35
53 H -0.282 -5.628 -3.423  0.32
54 H -0.719 -5.612 -5.147  0.41
55 C -3.160 -3.263 -2.556  0.10
56 C -4.572 -3.734 -2.182  -1.22
57 H -3.086 -2.166 -2.427  -0.24
58 H -2.406 -3.717 -1.882  0.41
59 H -4.652 -3.911 -1.095  0.35
60 H -5.331 -2.982 -2.462  0.30
61 H -4.831 -4.679 -2.690  0.34
62 C -2.880 -1.837 -4.979  -0.15
63 C -3.146 -1.765 -6.489  -1.24
64 H -1.988 -1.239 -4.707  -0.06
65 H -3.735 -1.404 -4.426  0.46
66 H -3.626 -0.808 -6.761  0.36
67 H -2.210 -1.840 -7.071  0.29
68 H -3.808 -2.587 -6.814  0.36
69 C 1.592 0.842 3.524  -0.85
70 C 1.905 1.928 2.543  0.55
71 N 2.623 3.008 2.932  -0.42
72 O 1.496 1.867 1.389  -0.44
73 H 1.993 1.080 4.531  0.41
74 H 2.056 -0.104 3.186  0.16
75 H 0.490 0.728 3.609  0.21
76 H 2.831 3.765 2.264  0.24
77 H 2.967 3.098 3.899  0.23

Calculated values
HOMO-LUMO gap: 4.01 eV
LUMO energy: -8.70 eV
HOMO energy: -0.467 hartree
2S+1: 1
total charge: +2
energy relative to the best compared isomer or geometry (same formula, charge and spin): 216.26 kcal/mol
electronic energy: -4520.74003 a.u.
largest force on an atom: 11.0 eV/A

***

Entry 3:
Computed, not measured: 4 unconnected molecules or ions with the total composition C3H11O4S, with wB97M-V/def2-TZVPD.

Each line ends with the Mulliken charge.
Positions of all 19 atoms, in Å:
1 O -4.406 1.991 0.209  -0.58
2 C -3.283 1.773 -0.382  0.09
3 C -1.997 2.390 0.034  -0.37
4 C -0.879 1.350 0.240  -0.63
5 S 0.272 1.498 -1.154  -0.74
6 H -3.115 1.214 -1.339  0.28
7 H -1.709 3.116 -0.635  0.38
8 H -2.097 2.772 1.094  0.19
9 H -0.088 1.449 1.038  0.19
10 H -1.288 0.341 0.488  0.27
11 H 0.292 -0.915 -2.452  0.29
12 H -0.543 -1.338 -3.645  0.29
13 O -0.235 -1.684 -2.823  -0.64
14 H 1.252 -2.465 1.656  0.30
15 H 1.339 -1.253 0.821  0.34
16 O 1.039 -1.566 1.857  -0.66
17 H 4.741 -2.156 1.582  0.34
18 H 5.801 -3.370 1.962  0.32
19 O 4.905 -3.147 1.449  -0.66

Calculated values
HOMO-LUMO gap: 5.62 eV
LUMO energy: 2.61 eV
HOMO energy: -0.110 hartree
2S+1: 1
total charge: -1
energy relative to the best compared isomer or geometry (same formula, charge and spin): 62.56 kcal/mol
electronic energy: -820.01753 a.u.
largest force on an atom: 5.4 eV/A

***

Entry 4:
Computed, not measured: C5H8O in the gas phase, with wB97M-V/def2-TZVPD.

Each line ends with the Mulliken charge.
Positions of all 14 atoms, in Å:
1 C 1.393 0.340 0.608  -1.38
2 C 0.022 0.083 -0.007  1.22
3 C -0.403 -1.215 -0.648  -0.80
4 C -1.090 -0.720 0.594  -0.67
5 C -0.403 1.337 -0.714  -0.36
6 O -1.310 2.055 -0.374  -0.47
7 H 2.109 -0.470 0.458  0.36
8 H 1.827 1.231 0.132  0.39
9 H 1.321 0.568 1.675  0.30
10 H -0.937 -1.180 -1.596  0.26
11 H 0.253 -2.077 -0.546  0.27
12 H -0.939 -1.271 1.518  0.26
13 H -2.080 -0.285 0.487  0.23
14 H 0.238 1.602 -1.585  0.38

Calculated values
HOMO-LUMO gap: 10.82 eV
LUMO energy: 0.99 eV
HOMO energy: -0.361 hartree
2S+1: 1
SMILES string: CC1(C=O)CC1
energy relative to the best compared isomer or geometry (same formula, charge and spin): 31.29 kcal/mol
electronic energy: -270.50803 a.u.
largest force on an atom: 0.4 eV/A